# 1
3 unconnected molecules or ions with the total composition C2H9O3, computed with the ωB97M-V functional and the def2-TZVPD basis.

Last column: Löwdin charge in e.
Cartesian coordinates (Å):
C (0.024, 0.993, -0.378)  -0.37
O (1.225, 0.495, -0.951)  -0.13
C (-0.995, 1.580, -1.373)  -0.13
H (0.281, 1.606, 0.504)  0.09
H (-0.553, 0.114, 0.141)  0.12
H (-1.132, 2.729, -1.554)  0.07
H (-1.996, 1.429, -0.919)  0.04
H (-0.800, 1.033, -2.375)  0.09
H (0.296, -1.876, 1.703)  -0.07
H (-0.637, -1.532, 2.785)  -0.04
O (0.016, -2.142, 2.579)  -0.09
H (1.852, -2.362, 0.329)  -0.04
H (1.304, -0.391, -0.681)  -0.08
O (1.115, -1.673, 0.190)  -0.47

**Energy above the lowest of the compared OMol25 structures with the same formula, charge and spin**: 110.6 kJ/mol
**Net charge**: -1
**Orbital gap**: 7.8467 eV

---

# 2
2 unconnected molecules or ions with the total composition C5H10O2, computed with the ωB97M-V functional and the def2-TZVPD basis.

Last column: Löwdin charge in e.
Cartesian coordinates (Å):
C (-0.538, -1.998, -0.264)  0.00
C (0.495, -1.586, 0.465)  -0.17
C (1.598, -0.714, -0.058)  -0.28
O (1.893, 0.266, 0.929)  -0.09
H (-0.674, -1.682, -1.296)  0.06
H (-1.295, -2.660, 0.147)  0.06
H (0.603, -1.891, 1.507)  0.11
H (1.292, -0.251, -1.010)  0.12
H (2.489, -1.333, -0.253)  0.12
H (2.652, 0.779, 0.624)  0.09
C (-0.778, 1.995, 0.115)  -0.05
C (-1.764, 1.003, -0.435)  -0.33
O (-1.829, 0.675, -1.597)  0.02
H (-0.104, 1.495, 0.822)  0.06
H (-0.192, 2.424, -0.702)  0.08
H (-1.304, 2.791, 0.657)  0.08
H (-2.461, 0.565, 0.311)  0.12

**Energy above the lowest of the compared OMol25 structures with the same formula, charge and spin**: 226.9 kJ/mol
**Net charge**: 0
**Orbital gap**: 10.5555 eV

---

# 3
2 unconnected molecules or ions with the total composition C11H13OS, computed with the ωB97M-V functional and the def2-TZVPD basis.

Last column: Löwdin charge in e.
Cartesian coordinates (Å):
C (-1.555, -0.893, -3.459)  -0.19
C (-1.375, -2.071, -2.733)  -0.17
C (-1.266, 0.317, -2.832)  -0.17
C (-0.919, -2.046, -1.445)  -0.10
C (-0.806, 0.363, -1.542)  -0.09
C (-0.602, -0.823, -0.769)  -0.30
C (-2.678, -2.677, 1.976)  -0.86
C (1.766, 0.724, 0.944)  -0.10
C (0.226, 0.100, 2.813)  -0.12
C (-0.144, -0.834, 0.528)  -0.16
C (0.315, 0.362, 1.309)  -0.47
O (-3.474, -2.341, 1.184)  0.09
S (-1.765, -3.207, 3.122)  0.73
H (-1.911, -0.918, -4.482)  0.06
H (-1.600, -3.024, -3.206)  0.08
H (-1.404, 1.244, -3.383)  0.08
H (-0.782, -2.972, -0.898)  0.09
H (-0.592, 1.326, -1.094)  0.08
H (1.852, 0.883, -0.129)  0.06
H (2.426, -0.098, 1.220)  0.07
H (2.098, 1.626, 1.463)  0.05
H (0.571, 0.965, 3.384)  0.06
H (-0.799, -0.122, 3.104)  0.05
H (0.845, -0.755, 3.079)  0.06
H (0.034, -1.794, 0.998)  0.06
H (-0.320, 1.225, 1.072)  0.11

**Energy above the lowest of the compared OMol25 structures with the same formula, charge and spin**: 15.0 kJ/mol
**Net charge**: -1
**Orbital gap**: 4.0719 eV

---

# 4
A molecular structure, C35H43MnN12O, computed with the ωB97M-V functional and the def2-TZVPD basis.

Last column: Löwdin charge in e.
Cartesian coordinates (Å):
Mn (-0.334, 0.973, 0.138)  1.03
C (0.562, 3.072, -1.674)  -0.22
N (-0.492, 2.652, -0.722)  -0.06
C (-1.738, 3.079, -0.921)  -0.01
C (-2.754, 2.197, -0.627)  -0.29
C (-4.140, 2.143, -0.865)  0.02
C (-4.515, 0.827, -0.661)  -0.04
C (-3.357, 0.117, -0.296)  -0.11
N (-2.299, 0.929, -0.265)  -0.05
C (0.126, 2.612, -3.061)  -0.22
C (-0.166, 1.280, -3.349)  -0.07
C (-0.653, 0.910, -4.590)  -0.06
C (-0.870, 1.873, -5.570)  -0.06
C (-0.610, 3.203, -5.288)  -0.05
C (-0.125, 3.567, -4.036)  -0.05
H (2.203, 3.315, -0.376)  0.12
H (0.594, 4.163, -1.692)  0.15
H (-1.910, 4.044, -1.391)  0.16
H (-4.761, 2.966, -1.181)  0.12
H (-5.500, 0.403, -0.768)  0.11
H (-3.275, -0.934, -0.059)  0.11
H (0.010, 0.510, -2.607)  0.09
H (-0.867, -0.131, -4.798)  0.11
H (-1.245, 1.585, -6.542)  0.11
H (-0.789, 3.963, -6.037)  0.12
H (0.058, 4.616, -3.824)  0.12
C (1.560, -0.548, 4.900)  -0.04
N (1.218, -0.011, 3.592)  0.05
C (0.559, 1.140, 3.371)  -0.61
N (0.097, 1.813, 4.439)  0.23
O (0.391, 1.598, 2.215)  -0.10
H (1.927, -1.562, 4.772)  0.09
H (0.679, -0.600, 5.542)  0.09
H (2.333, 0.040, 5.398)  0.10
H (1.590, -0.454, 2.769)  0.12
H (0.217, 1.498, 5.384)  0.11
H (-0.430, 2.653, 4.276)  0.13
N (2.981, 2.371, 1.748)  0.21
C (3.305, 1.158, 1.287)  -0.30
C (4.405, 0.442, 1.806)  0.01
C (4.675, -0.821, 1.377)  -0.02
C (3.847, -1.417, 0.407)  -0.03
C (2.845, -0.674, -0.125)  -0.05
N (2.584, 0.604, 0.272)  -0.03
H (3.521, 2.745, 2.511)  0.14
H (2.019, 2.667, 1.669)  0.09
H (5.011, 0.920, 2.564)  0.13
H (5.523, -1.360, 1.780)  0.13
H (4.019, -2.422, 0.050)  0.12
H (2.212, -1.005, -0.928)  0.11
C (3.077, 3.928, -2.872)  -0.03
C (3.098, 2.574, -2.150)  -0.51
C (3.062, 1.430, -3.166)  -0.02
C (4.467, 2.513, -1.451)  -0.05
C (1.906, 2.567, -1.113)  -0.21
N (1.557, 1.272, -0.428)  -0.06
H (3.955, 4.006, -3.514)  0.10
H (3.118, 4.759, -2.161)  0.10
H (2.204, 4.050, -3.509)  0.06
H (3.992, 1.441, -3.738)  0.10
H (2.243, 1.519, -3.874)  0.07
H (2.990, 0.454, -2.679)  0.07
H (5.238, 2.758, -2.181)  0.09
H (4.712, 1.521, -1.077)  0.07
H (4.546, 3.236, -0.641)  0.09
C (0.325, -2.922, 0.167)  0.02
C (-0.514, -2.181, 1.149)  -0.32
N (-0.717, -0.869, 1.167)  0.01
C (-1.593, -0.627, 2.228)  -0.14
C (-1.883, -1.791, 2.843)  -0.01
N (-1.191, -2.767, 2.152)  0.02
C (-1.329, -4.206, 2.431)  -0.05
N (-2.693, -4.600, 2.404)  -0.07
N (-3.392, -4.620, 3.583)  0.06
N (-4.614, -4.858, 3.335)  0.10
C (-4.770, -4.990, 1.963)  -0.22
C (-5.916, -5.246, 1.208)  0.01
C (-5.767, -5.299, -0.159)  -0.06
C (-4.511, -5.107, -0.771)  -0.07
C (-3.371, -4.860, -0.036)  -0.02
C (-3.537, -4.813, 1.351)  -0.17
H (0.589, -2.261, -0.651)  0.07
H (-0.216, -3.768, -0.257)  0.08
H (1.240, -3.305, 0.623)  0.10
H (-1.969, 0.353, 2.461)  0.12
H (-2.524, -2.028, 3.676)  0.13
H (-0.954, -4.414, 3.430)  0.15
H (-0.748, -4.764, 1.701)  0.14
H (-6.875, -5.395, 1.686)  0.12
H (-6.627, -5.503, -0.783)  0.11
H (-4.441, -5.162, -1.850)  0.11
H (-2.409, -4.736, -0.515)  0.09

**Energy above the lowest of the compared OMol25 structures with the same formula, charge and spin**: 16.2 kJ/mol
**<S²>**: 6.08
**Net charge**: +2
**2S+1**: 5
**Orbital gap (alpha / beta)**: 6.9787 / 7.5073 eV

---

# 5
A molecular structure, C7H4MnO5, computed with the ωB97M-V functional and the def2-TZVPD basis.

Last column: Löwdin charge in e.
Cartesian coordinates (Å):
Mn (0.000, -0.073, -0.262)  0.39
C (0.022, 0.364, 1.494)  -0.08
O (0.035, 0.577, 2.638)  0.37
C (-0.004, 1.802, -0.521)  0.00
O (-0.009, 2.920, -0.823)  0.33
C (-1.862, -0.002, -0.160)  -0.01
O (-3.012, -0.102, -0.199)  0.33
C (1.864, -0.004, -0.208)  -0.01
O (3.012, -0.106, -0.281)  0.33
C (-0.006, -1.570, -4.534)  0.24
H (0.927, -2.119, -4.403)  0.13
H (-0.936, -2.120, -4.380)  0.13
C (-0.009, -0.262, -4.852)  0.24
H (-0.944, 0.294, -4.965)  0.13
H (0.924, 0.292, -4.987)  0.13
O (0.006, -3.043, 0.552)  0.32
C (0.006, -1.902, 0.371)  0.04

**Energy above the lowest of the compared OMol25 structures with the same formula, charge and spin**: 0.0 kJ/mol
**<S²>**: 6.04
**Net charge**: +3
**2S+1**: 5
**Orbital gap (alpha / beta)**: 9.9972 / 7.8749 eV

---

# 6
3 unconnected molecules or ions with the total composition C3H13NO3, computed with the ωB97M-V functional and the def2-TZVPD basis.

Last column: Löwdin charge in e.
Cartesian coordinates (Å):
C (2.041, 1.243, 0.419)  -0.10
C (1.392, 1.050, 1.867)  -0.15
N (1.450, -0.541, 2.207)  -0.03
C (0.823, -1.374, 1.161)  -0.30
O (-0.211, -2.109, 1.865)  -0.12
H (1.913, 2.294, 0.186)  0.06
H (1.431, 0.841, -0.389)  0.06
H (3.052, 1.063, 0.283)  0.04
H (1.937, 1.477, 2.658)  0.07
H (0.328, 1.507, 1.755)  0.12
H (0.984, -0.652, 3.034)  0.04
H (1.603, -2.088, 0.818)  0.12
H (0.308, -0.999, 0.270)  0.11
H (0.324, -2.713, 2.504)  0.14
O (-2.703, -0.168, 0.788)  -0.05
H (-2.935, -0.292, -0.055)  -0.06
H (-1.868, -0.741, 1.052)  0.08
O (-2.013, 1.701, -7.058)  -0.11
H (-1.092, 1.386, -6.941)  0.03
H (-2.256, 1.797, -6.064)  0.08

**Energy above the lowest of the compared OMol25 structures with the same formula, charge and spin**: 253.9 kJ/mol
**Net charge**: 0
**Orbital gap**: 10.0317 eV

---

Max |F| (computed, eV Å⁻¹): 5.195, 0.496, 2.692, 0.643, 12.402, 7.396
Electronic energy (computed, hartree): -307.30441, -346.93900, -900.38921, -3242.38925, -1794.88354, -402.48372